{
  "formula": "C21H36N2O3",
  "method": "ωB97M-V with the def2-TZVPD basis set",
  "smiles": "CCCC(=O)N1C[C@]2(CCC)CN(C(=O)CCC)C[C@](CCC)(C1)C2=O",
  "orbital_gap_ev": 9.515,
  "e_homo_ev": -8.83,
  "lumo_ev": 0.7,
  "total_charge": 0,
  "total_energy_ev": -31485.8548,
  "e_above_lowest_ev": 0.146,
  "symbols": ["C", "C", "C", "C", "O", "N", "C", "C", "C", "C", "C", "C", "N", "C", "O", "C", "C", "C", "C", "C", "C", "C", "C", "C", "C", "O", "H", "H", "H", "H", "H", "H", "H", "H", "H", "H", "H", "H", "H", "H", "H", "H", "H", "H", "H", "H", "H", "H", "H", "H", "H", "H", "H", "H", "H", "H", "H", "H", "H", "H", "H", "H"],
  "xyz": [[3.52266, -3.56969, -1.39850], [1.99939, -3.57505, -1.41798], [1.40917, -2.71474, -0.30018], [1.59937, -1.23802, -0.58050], [1.98522, -0.81704, -1.65555], [1.32672, -0.37087, 0.43718], [0.76395, -0.70525, 1.71922], [-0.45014, 0.18068, 2.08179], [-0.88315, -0.03697, 3.54290], [-0.86481, -1.46148, 4.10246], [-1.87395, -2.41899, 3.47788], [-1.62595, -0.03960, 1.10649], [-1.24955, 0.20315, -0.26593], [-1.34995, -0.82249, -1.15514], [-1.68442, -1.93260, -0.77546], [-1.07867, -0.53924, -2.61569], [-2.19408, 0.28948, -3.26283], [-3.52193, -0.45836, -3.25703], [-0.74703, 1.52668, -0.51988], [0.38388, 1.91834, 0.45914], [0.73869, 3.40603, 0.31904], [1.13920, 3.86742, -1.08040], [1.58109, 5.32656, -1.05750], [1.62506, 1.02889, 0.24923], [-0.06547, 1.63706, 1.88114], [-0.10916, 2.47355, 2.74749], [3.91430, -4.19795, -2.19479], [3.89801, -3.94577, -0.44803], [3.89314, -2.55878, -1.54551], [1.63344, -4.59749, -1.30555], [1.64991, -3.18975, -2.37627], [1.88169, -2.97511, 0.64920], [0.33598, -2.90812, -0.22916], [0.44383, -1.74400, 1.71503], [1.52630, -0.56679, 2.49934], [-1.88873, 0.37300, 3.65993], [-0.22238, 0.57306, 4.16463], [0.13754, -1.88547, 4.02689], [-1.09302, -1.37708, 5.16799], [-2.86660, -1.97478, 3.46886], [-1.91899, -3.33625, 4.06118], [-1.60535, -2.68963, 2.46035], [-1.99118, -1.06456, 1.16377], [-2.43897, 0.64436, 1.38303], [-0.10784, -0.05900, -2.74009], [-1.03045, -1.51150, -3.10967], [-2.31478, 1.24005, -2.73942], [-1.90736, 0.51135, -4.29327], [-3.43716, -1.38709, -3.81595], [-3.81824, -0.70355, -2.23988], [-4.30372, 0.14740, -3.70995], [-0.36094, 1.58690, -1.53478], [-1.56197, 2.25539, -0.40450], [1.55597, 3.62059, 1.01128], [-0.12006, 3.99151, 0.65628], [1.95783, 3.25428, -1.45972], [0.29596, 3.76637, -1.76562], [2.44329, 5.45458, -0.40732], [0.77906, 5.96231, -0.68946], [1.85224, 5.65866, -2.05658], [2.01146, 1.13940, -0.76584], [2.40163, 1.33602, 0.96224]],
  "nbo_charge": [-0.608, -0.386, -0.527, 0.719, -0.652, -0.455, -0.205, -0.184, -0.385, -0.397, -0.612, -0.223, -0.461, 0.720, -0.655, -0.513, -0.382, -0.607, -0.203, -0.181, -0.381, -0.401, -0.596, -0.220, 0.647, -0.538, 0.209, 0.192, 0.217, 0.201, 0.218, 0.212, 0.265, 0.232, 0.197, 0.209, 0.230, 0.193, 0.209, 0.203, 0.214, 0.202, 0.263, 0.197, 0.243, 0.236, 0.192, 0.208, 0.207, 0.209, 0.209, 0.230, 0.198, 0.215, 0.217, 0.198, 0.193, 0.203, 0.203, 0.210, 0.257, 0.196]
}

***

{
  "formula": "C3H8N2O",
  "method": "ωB97M-V with the def2-TZVPD basis set",
  "smiles": "CN(C)C(N)=O",
  "orbital_gap_ev": 10.061,
  "e_homo_ev": -9.20,
  "lumo_ev": 0.9,
  "total_charge": 0,
  "total_energy_ev": -8269.0045,
  "e_above_lowest_ev": 0.322,
  "symbols": ["C", "N", "C", "C", "N", "O", "H", "H", "H", "H", "H", "H", "H", "H"],
  "xyz": [[-1.39234, -0.96213, 0.33942], [-0.25633, -0.09567, 0.10859], [-0.53588, 1.31360, -0.08501], [0.95274, -0.67282, -0.17767], [2.00261, 0.23075, -0.39804], [1.11606, -1.88074, -0.26969], [-1.02699, -1.96053, 0.57872], [-1.99480, -0.57584, 1.16989], [-2.02775, -1.02414, -0.55581], [0.25455, 1.76600, -0.68626], [-1.48757, 1.42249, -0.62222], [-0.61756, 1.84765, 0.87267], [2.83656, -0.29177, -0.63131], [2.17672, 0.88315, 0.35673]],
  "nbo_charge": [-0.411, -0.449, -0.415, 0.780, -0.867, -0.656, 0.245, 0.191, 0.188, 0.227, 0.199, 0.189, 0.396, 0.381]
}

***

{
  "formula": "C4H14N2O2",
  "method": "ωB97M-V with the def2-TZVPD basis set",
  "smiles": "CC/C(N)=C/N.O.O",
  "orbital_gap_ev": 7.735,
  "e_homo_ev": -6.95,
  "lumo_ev": 0.8,
  "total_charge": 0,
  "total_energy_ev": -11448.5584,
  "e_above_lowest_ev": 2.132,
  "symbols": ["C", "C", "C", "N", "C", "N", "H", "H", "H", "H", "H", "H", "H", "H", "H", "H", "O", "H", "H", "O", "H", "H"],
  "xyz": [[0.89057, -1.13226, -1.35962], [1.56542, -0.25729, -0.32100], [0.77789, 1.03113, -0.11234], [0.87385, 2.00145, -1.05905], [-0.07414, 1.21097, 0.91373], [-1.18023, 2.11360, 0.94133], [1.62309, -1.42691, -2.08049], [0.03962, -0.53651, -1.85697], [0.46450, -2.03443, -1.02112], [2.59287, 0.05881, -0.42518], [1.75871, -0.92733, 0.59367], [1.30734, 1.92739, -2.01281], [0.32202, 2.84143, -1.08196], [-0.01855, 0.50756, 1.78432], [-1.60488, 2.19280, 1.72799], [-1.09079, 3.00136, 0.47628], [0.02479, -2.94398, 1.37874], [-0.84884, -2.57083, 0.92224], [-0.14868, -2.80571, 2.32190], [-2.15551, -1.16195, -0.38218], [-2.09147, -0.35225, 0.05550], [-2.07298, -0.94859, -1.27640]],
  "nbo_charge": [-0.599, -0.448, 0.121, -0.845, -0.145, -0.836, 0.206, 0.187, 0.227, 0.209, 0.244, 0.392, 0.375, 0.196, 0.357, 0.357, -0.964, 0.497, 0.466, -0.944, 0.480, 0.469]
}

***

{
  "formula": "C6H15InNO2",
  "method": "ωB97M-V with the def2-TZVPD basis set",
  "orbital_gap_ev": 3.416,
  "e_homo_ev": -21.37,
  "lumo_ev": -18.0,
  "total_charge": 3,
  "total_energy_ev": -17185.1387,
  "e_above_lowest_ev": 1.490,
  "symbols": ["In", "C", "O", "C", "C", "N", "C", "C", "O", "C", "H", "H", "H", "H", "H", "H", "H", "H", "H", "H", "H", "H", "H", "H", "H"],
  "xyz": [[1.11238, 2.13163, 1.08411], [3.38615, 1.25371, -1.95479], [2.38159, 0.62768, -1.07096], [2.06548, -0.80097, -1.37785], [1.07200, -1.36747, -0.28442], [-0.13137, -0.49531, -0.06436], [-1.21525, -1.23059, 0.50913], [-2.45068, -0.32416, 0.68655], [-2.05816, 0.74236, 1.61741], [-3.07802, 1.34965, 2.25041], [3.79479, 2.15062, -1.48931], [2.92610, 1.39673, -2.93254], [4.11209, 0.44148, -1.99209], [2.95440, -1.39492, -1.16538], [1.80482, -0.83127, -2.43579], [1.72868, -1.38534, 0.58538], [0.86938, -2.42258, -0.46824], [-0.39703, -0.08504, -0.94821], [-1.01372, -1.71421, 1.46496], [-1.60353, -1.93385, -0.22760], [-3.17378, -0.91011, 1.25389], [-2.94933, 0.00260, -0.22595], [-3.79812, 1.74589, 1.53448], [-2.68069, 2.27213, 2.67380], [-3.65827, 0.78139, 2.97738]],
  "nbo_charge": [1.096, -0.256, -0.467, -0.089, -0.301, -0.280, -0.294, -0.097, -0.279, -0.304, 0.243, 0.252, 0.240, 0.274, 0.248, 0.273, 0.311, 0.427, 0.285, 0.352, 0.268, 0.273, 0.262, 0.252, 0.310]
}

***

{
  "formula": "C30H28F7IN2O7",
  "method": "ωB97M-V with the def2-TZVPD basis set",
  "smiles": "CC(=O)NCCCCc1c(CC(=O)F)c(I)c(O)c2c1C(=O)C(CCC(F)(F)F)=C(c1cccnc1)C2=O.CCOC(=O)C(F)(F)F",
  "orbital_gap_ev": 7.773,
  "e_homo_ev": -9.22,
  "lumo_ev": -1.4,
  "total_charge": 0,
  "total_energy_ev": -75997.9915,
  "symbols": ["C", "C", "O", "N", "C", "C", "C", "C", "C", "C", "C", "C", "O", "F", "C", "I", "C", "O", "C", "C", "C", "O", "C", "C", "C", "C", "F", "F", "F", "C", "C", "C", "C", "C", "N", "C", "C", "O", "H", "H", "H", "H", "H", "H", "H", "H", "H", "H", "H", "H", "H", "H", "H", "H", "H", "H", "H", "H", "H", "H", "H", "C", "C", "O", "C", "O", "C", "F", "F", "F", "H", "H", "H", "H", "H"],
  "xyz": [[1.79093, -2.00689, 1.21137], [2.55917, -0.63004, 1.38448], [2.58635, -0.15416, 2.50086], [3.19753, -0.08669, 0.22118], [3.30276, 1.39261, 0.25719], [2.12206, 2.14247, -0.48914], [1.92117, 3.61845, 0.03811], [0.55037, 3.87215, 0.78127], [0.10699, 2.65937, 1.67786], [0.62053, 2.58544, 3.07267], [1.56621, 3.64918, 3.70785], [2.94346, 3.11114, 4.21947], [3.29710, 3.40283, 5.31743], [3.81356, 2.35509, 3.47203], [0.15635, 1.44478, 3.88116], [0.72195, 1.16639, 5.95684], [-0.73584, 0.39764, 3.33996], [-1.11192, -0.68132, 4.14739], [-1.22807, 0.48489, 1.97104], [-0.81942, 1.64827, 1.12684], [-1.37786, 1.69133, -0.30878], [-0.92596, 2.36717, -1.21651], [-2.59677, 0.77849, -0.69514], [-3.37680, 1.17628, -2.00439], [-4.17245, 2.52405, -1.75598], [-5.44715, 2.34024, -0.86734], [-5.10003, 2.25304, 0.47460], [-6.26619, 3.44174, -1.03088], [-6.20212, 1.24805, -1.21405], [-2.95175, -0.29349, 0.06421], [-4.11337, -1.25333, -0.29122], [-5.29604, -1.32927, 0.57102], [-6.29149, -2.25901, 0.03867], [-6.03027, -2.96684, -1.19344], [-4.92922, -2.96284, -2.00741], [-4.03169, -2.07928, -1.47251], [-2.16348, -0.59818, 1.36450], [-2.28083, -1.70358, 1.84808], [2.32083, -2.71689, 1.91304], [1.93445, -2.44644, 0.18570], [0.72285, -1.94599, 1.53177], [2.54230, -0.28768, -0.54761], [4.24701, 1.65890, -0.30789], [3.42652, 1.82949, 1.27782], [2.44799, 2.23495, -1.56911], [1.19611, 1.51679, -0.50396], [2.81752, 3.89457, 0.66208], [1.94624, 4.32963, -0.83999], [0.70826, 4.76191, 1.46222], [-0.26426, 4.20172, 0.07797], [1.77616, 4.53564, 3.05976], [1.03441, 4.04479, 4.61987], [-1.84081, -0.31607, 4.68932], [-2.64584, 1.36356, -2.84174], [-4.10908, 0.39378, -2.31769], [-3.49828, 3.25578, -1.23402], [-4.44347, 2.95860, -2.75694], [-5.41819, -0.74724, 1.50855], [-7.25167, -2.42083, 0.58173], [-6.86003, -3.63643, -1.55541], [-3.07405, -1.98709, -2.05958], [5.66596, -5.24027, -2.18982], [4.45183, -5.48470, -3.06255], [3.52401, -4.39057, -2.96480], [3.79780, -3.31986, -3.71943], [4.74423, -3.21955, -4.44590], [2.70512, -2.26289, -3.55202], [2.36543, -2.07724, -2.26050], [1.57747, -2.60686, -4.20142], [3.07146, -1.06599, -4.02753], [5.36267, -5.04474, -1.15929], [6.32917, -6.10628, -2.20361], [6.22752, -4.36886, -2.52999], [3.92229, -6.37241, -2.71586], [4.73234, -5.66142, -4.10251]],
  "lowdin_charge": [0.011, -0.472, 0.048, 0.050, -0.191, -0.169, -0.162, -0.141, -0.060, -0.148, -0.063, -0.463, 0.099, 0.077, -0.464, 0.990, -0.281, -0.043, 0.024, 0.000, -0.255, 0.079, -0.056, -0.097, -0.053, -0.509, 0.091, 0.089, 0.108, -0.048, -0.148, 0.020, -0.049, -0.156, 0.069, -0.111, -0.254, 0.118, 0.093, 0.062, 0.074, 0.096, 0.123, 0.090, 0.117, 0.086, 0.111, 0.116, 0.101, 0.114, 0.117, 0.127, 0.116, 0.130, 0.108, 0.130, 0.138, 0.123, 0.103, 0.108, 0.129, -0.060, -0.200, 0.026, -0.383, 0.174, -0.517, 0.139, 0.164, 0.165, 0.084, 0.083, 0.078, 0.126, 0.126]
}

***

{
  "formula": "C6H13O3",
  "method": "ωB97M-V with the def2-TZVPD basis set",
  "orbital_gap_ev": [9.228, 9.984],
  "e_homo_ev": [-8.32, -9.77],
  "lumo_ev": [0.9, 0.2],
  "s_squared": 0.753,
  "total_charge": 0,
  "multiplicity": 2,
  "total_energy_ev": -12571.3637,
  "e_above_lowest_ev": 2.388,
  "symbols": ["C", "O", "C", "C", "O", "H", "H", "H", "H", "H", "H", "C", "O", "C", "C", "H", "H", "H", "H", "H", "H", "H"],
  "xyz": [[-0.87071, 1.51859, -0.27259], [-0.55925, 2.58550, 0.50646], [-1.30438, 3.74648, 0.28148], [-0.88345, 4.85957, 1.19238], [-0.01447, 4.78478, 2.02574], [-0.38555, 1.42682, -1.24829], [0.64936, -0.43899, 0.32613], [-2.38345, 3.56451, 0.44709], [-1.19601, 4.10592, -0.75960], [-1.46666, 5.79598, 1.04439], [-1.65167, 0.87796, 0.13748], [0.52020, -4.11104, -1.56454], [0.95751, -2.84728, -1.13683], [0.86537, -2.66754, 0.25789], [1.38012, -1.29730, 0.62533], [0.58324, -4.13597, -2.65939], [1.15121, -4.91464, -1.14661], [-0.52600, -4.29639, -1.26119], [1.44758, -3.45359, 0.77511], [-0.18723, -2.79064, 0.58175], [1.53258, -1.22347, 1.70980], [2.34166, -1.08928, 0.13799]],
  "lowdin_spin": [0.701, 0.142, 0.040, 0.002, 0.003, 0.037, 0.013, 0.003, 0.003, 0.002, 0.037, 0.000, 0.000, 0.001, 0.015, 0.000, 0.000, 0.000, 0.001, 0.000, 0.000, 0.000]
}